No. 1
C6H11N4 | ωB97M-V/def2-TZVPD

DFT total energy in a.u.: -453.7844
Total charge: +1
ΔE to the lowest compared entry with this formula, charge and spin in eV: 6.364
Largest force on an atom in eV Å⁻¹: 4.348

Last column: Löwdin charge in e.
CARTESIAN COORDINATES (ANGSTROEM)
C -2.497 -0.152 -0.581  -0.0539
C -2.457 1.253 -0.554  -0.1284
C -1.602 -1.145 -0.985  -0.0069
C 0.119 -0.881 0.762  -0.0534
C 1.410 -0.101 0.389  -0.1907
C -0.300 2.460 -0.299  0.1618
N -1.400 2.054 -0.522  0.0856
N -0.477 -1.371 -0.505  -0.2173
N 0.299 -2.292 -1.145  0.0903
N 1.291 1.357 0.534  0.0183
H -3.417 -0.655 -0.443  0.1011
H -3.434 1.774 -0.477  0.1324
H 0.286 -1.759 1.362  0.1205
H -0.813 -0.338 1.222  0.1665
H 2.189 -0.475 0.954  0.0945
H 1.714 -0.382 -0.595  0.1108
H 0.251 3.309 -0.240  0.0801
H 0.722 -3.076 -0.714  0.1019
H -0.160 -2.742 -1.915  0.1070
H 1.167 1.522 1.558  0.1389
H 2.197 1.716 0.154  0.1408

***

No. 2
C19H23NO5S2 | ωB97M-V/def2-TZVPD

DFT total energy in a.u.: -1965.1341
ΔE to the lowest compared entry with this formula, charge and spin in eV: 0.025
Largest force on an atom in eV Å⁻¹: 1.083

Last column: Löwdin charge in e.
CARTESIAN COORDINATES (ANGSTROEM)
C -0.996 -3.440 -0.369  -0.0331
C -2.202 -2.601 -0.074  -0.2665
C -2.092 -1.475 0.725  0.0256
C -3.206 -0.692 1.017  -0.2574
C -4.450 -1.050 0.519  -0.0329
C -4.560 -2.177 -0.278  -0.0732
C -3.452 -2.944 -0.579  -0.0558
H -3.554 -3.814 -1.211  0.1065
H -5.528 -2.451 -0.671  0.1040
H -5.334 -0.471 0.738  0.1064
O -2.957 0.399 1.817  -0.0408
C -3.917 1.412 1.956  -0.1559
C -4.109 2.220 0.657  -0.1182
H -4.689 1.657 -0.081  0.1155
H -4.595 3.174 0.873  0.1324
O -2.825 2.497 0.110  0.0085
C -2.437 1.735 -0.921  -0.4504
O -3.183 1.044 -1.562  0.1303
C -0.947 1.861 -1.192  -0.1970
C -0.478 0.618 -1.954  -0.1110
C 1.027 0.682 -2.192  -0.1821
N 1.757 0.854 -0.952  -0.2442
S 1.987 -0.523 -0.035  0.6159
O 1.153 -0.567 1.132  -0.2763
O 1.994 -1.655 -0.911  -0.2849
C 3.641 -0.227 0.525  -0.6150
C 4.075 -0.035 1.800  -0.1421
C 5.468 0.185 1.865  -0.1745
C 6.051 0.156 0.637  -0.3910
S 4.916 -0.145 -0.621  1.0514
H 7.087 0.290 0.396  0.0652
H 6.003 0.356 2.781  0.1043
H 3.411 -0.059 2.645  0.1164
C 1.346 2.010 -0.185  -0.1807
C -0.154 2.017 0.109  -0.1189
H -0.384 1.185 0.775  0.1055
H -0.425 2.946 0.609  0.1257
H 1.631 2.902 -0.755  0.1338
H 1.913 1.994 0.747  0.1203
H 1.285 1.520 -2.847  0.1330
H 1.385 -0.246 -2.638  0.1152
H -1.010 0.537 -2.901  0.1289
H -0.709 -0.269 -1.361  0.1142
H -0.797 2.751 -1.817  0.1635
H -3.504 2.065 2.729  0.1322
H -4.886 1.025 2.295  0.1264
H -1.133 -1.188 1.133  0.1042
H -0.862 -4.181 0.420  0.0890
H -1.115 -3.969 -1.312  0.0799
H -0.093 -2.835 -0.412  0.0478

***

No. 3
C30H34Cl2MoNSb2Si | ωB97M-V/def2-TZVPD

<S²>: 2.04
Spin multiplicity: 3
DFT total energy in a.u.: -2976.5425
Total charge: +1
ΔE to the lowest compared entry with this formula, charge and spin in eV: 0.000
Largest force on an atom in eV Å⁻¹: 3.996

Last column: Löwdin charge in e.
CARTESIAN COORDINATES (ANGSTROEM)
Mo -0.251 0.708 -0.427  0.5368
C -3.878 2.386 -1.823  -0.2866
Sb -2.776 0.512 -1.604  1.2768
C -2.802 -0.145 -3.697  -0.2633
C -4.526 -0.766 -1.090  -0.2710
C -4.160 -2.162 -1.447  -0.3052
C -4.490 -2.640 -2.735  -0.0568
C -4.053 -3.911 -3.180  -0.0480
C -3.344 -4.725 -2.285  -0.0734
C -3.058 -4.317 -0.985  -0.0390
C -3.407 -3.011 -0.551  -0.2828
C -3.127 -2.628 0.860  -0.2806
Sb -1.340 -1.331 1.005  1.2640
C 0.123 -2.917 0.430  -0.2584
C -1.031 -1.722 3.082  -0.2934
H -4.202 2.800 -0.868  0.0114
H -4.672 2.175 -2.557  0.0185
H -3.169 3.085 -2.288  -0.0030
H -3.839 -0.238 -3.998  0.0029
H -2.275 -1.124 -3.781  0.0296
H -2.261 0.602 -4.306  0.0190
H -5.237 -0.330 -1.805  0.0682
H -4.784 -0.599 -0.043  0.0601
H -5.039 -1.969 -3.351  0.0922
H -4.198 -4.228 -4.193  0.1019
H -2.941 -5.666 -2.662  0.1111
H -2.610 -4.979 -0.242  0.1156
H -2.809 -3.470 1.449  0.0583
H -3.926 -2.088 1.365  0.0642
H 1.095 -2.552 0.789  0.0055
H 0.066 -2.997 -0.677  0.0110
H -0.158 -3.880 0.852  0.0123
H -1.947 -2.201 3.465  0.0173
H -0.899 -0.758 3.600  -0.0048
H -0.136 -2.379 3.205  0.0350
Cl 0.333 3.023 -1.814  0.7152
C 1.657 2.196 -2.586  -0.5590
C 2.488 2.908 -3.470  -0.1006
C 3.533 2.243 -4.094  -0.0694
C 3.738 0.860 -3.855  -0.0864
C 2.954 0.136 -2.940  -0.6282
Cl 3.244 -1.503 -2.614  0.7255
C 1.826 0.810 -2.301  -0.4606
N 1.123 0.158 -1.393  -0.2188
H 2.346 3.953 -3.703  0.1091
H 4.211 2.774 -4.781  0.1205
H 4.622 0.358 -4.329  0.1245
C 1.439 0.465 6.130  -0.0967
C 0.741 1.581 5.735  -0.0758
C 0.617 1.846 4.369  -0.1321
C 1.128 1.013 3.371  -0.3489
C 1.849 -0.124 3.823  -0.1196
C 2.005 -0.352 5.189  -0.0945
Si 1.011 1.645 1.566  0.5957
C 2.831 2.024 1.077  -0.3308
C 3.176 3.376 1.118  -0.1461
C 4.485 3.760 1.038  -0.1046
C 5.511 2.841 0.859  -0.0668
C 5.174 1.467 0.750  -0.0817
C 3.862 1.073 0.875  -0.1195
H 1.495 0.231 7.187  0.1102
H 0.253 2.258 6.441  0.1126
H 0.021 2.684 4.063  0.0755
H 2.320 -0.795 3.112  0.0958
H 2.531 -1.278 5.472  0.1156
H 0.299 2.962 1.724  -0.0302
H 2.407 4.141 1.271  0.0950
H 4.723 4.840 1.082  0.1165
H 6.562 3.154 0.836  0.1089
H 5.938 0.713 0.506  0.1116
H 3.605 0.023 0.780  0.0929

***

No. 4
C32H66N3O7 | ωB97M-V/def2-TZVPD

DFT total energy in a.u.: -1949.5994
Total charge: -1
Largest force on an atom in eV Å⁻¹: 1.660

Last column: Löwdin charge in e.
CARTESIAN COORDINATES (ANGSTROEM)
C 0.133 3.765 2.046  -0.1354
C -0.959 3.815 0.938  -0.3166
C -0.411 3.225 -0.385  -0.3426
C -1.555 3.307 -1.420  -0.2509
C -2.799 2.377 -1.205  -0.1955
C -3.966 2.995 -0.384  -0.2576
O -4.324 2.114 0.704  -0.1246
C -0.008 1.758 -0.080  -0.2024
C 1.476 1.492 0.018  -0.2237
C 2.428 2.029 -0.825  -0.0534
C 3.750 1.690 -0.676  -0.1107
C 4.179 0.806 0.291  -0.0899
C 3.247 0.270 1.163  -0.2902
C 3.616 -0.705 2.268  -0.0611
C 1.921 0.621 0.999  -0.0275
H 0.153 2.780 2.531  0.0482
H 0.051 4.586 2.769  0.0491
H 1.099 3.863 1.528  0.0599
H -1.261 4.863 0.790  0.0859
H -1.817 3.200 1.302  0.0819
H -1.930 4.344 -1.410  0.0844
H -1.172 3.106 -2.433  0.0757
H -2.569 1.399 -0.761  0.0867
H -3.210 2.164 -2.209  0.0878
H -4.858 3.018 -1.034  0.0968
H -3.753 3.997 -0.009  0.1038
H -4.426 1.249 0.291  0.0594
H -0.419 1.145 -0.904  0.1056
H -0.538 1.441 0.844  0.0877
H 2.122 2.712 -1.613  0.1006
H 4.532 2.091 -1.323  0.0841
H 5.223 0.514 0.394  0.0930
H 3.612 -1.731 1.871  0.0745
H 2.892 -0.667 3.085  0.0700
H 4.635 -0.492 2.612  0.0677
H 1.182 0.183 1.674  0.1097
C 10.206 7.079 -2.383  -0.1236
O 8.804 7.062 -2.199  -0.1963
C 8.097 6.427 -3.262  -0.2167
C 7.435 5.153 -2.777  -0.2120
N 8.429 4.124 -2.488  -0.0542
C 7.885 2.953 -1.798  -0.1967
C 7.342 3.152 -0.386  -0.2216
O 8.337 3.482 0.572  -0.1761
C 8.628 4.862 0.683  -0.1051
H 10.639 7.677 -1.581  0.0860
H 10.626 6.070 -2.328  0.0791
H 10.472 7.536 -3.342  0.0849
H 8.747 6.232 -4.120  0.1195
H 7.318 7.123 -3.585  0.1205
H 6.755 4.786 -3.550  0.1249
H 6.843 5.405 -1.888  0.1100
H 9.154 4.526 -1.908  0.0659
H 8.694 2.220 -1.741  0.1165
H 7.102 2.511 -2.421  0.1147
H 6.929 2.193 -0.064  0.1061
H 6.511 3.865 -0.349  0.1146
H 7.757 5.487 0.472  0.0911
H 9.456 5.142 0.024  0.0688
H 8.950 5.053 1.708  0.0852
C -5.682 -4.718 3.974  -0.1145
O -5.452 -4.036 2.757  -0.2203
C -6.120 -2.778 2.676  -0.2100
C -5.111 -1.648 2.643  -0.2143
N -4.444 -1.499 3.931  -0.0494
C -3.296 -0.586 3.889  -0.1886
C -2.106 -0.996 3.028  -0.2183
O -1.406 -2.139 3.500  -0.1772
C -1.917 -3.382 3.055  -0.1002
H -5.226 -5.704 3.894  0.0839
H -5.222 -4.192 4.817  0.0818
H -6.754 -4.842 4.159  0.0860
H -6.841 -2.648 3.487  0.1204
H -6.676 -2.773 1.732  0.1185
H -5.626 -0.715 2.395  0.1251
H -4.390 -1.869 1.845  0.1047
H -4.120 -2.408 4.237  0.0671
H -2.952 -0.474 4.921  0.1167
H -3.634 0.401 3.562  0.1199
H -1.392 -0.170 3.072  0.1157
H -2.374 -1.109 1.972  0.1103
H -2.366 -3.315 2.061  0.0785
H -2.645 -3.783 3.768  0.0706
H -1.085 -4.087 3.009  0.0883
C -4.121 -5.310 -4.941  -0.1174
O -5.066 -4.713 -4.073  -0.1942
C -6.135 -5.579 -3.708  -0.2204
C -6.078 -5.899 -2.228  -0.2164
N -4.943 -6.763 -1.921  -0.0525
C -4.689 -6.922 -0.490  -0.1966
C -4.255 -5.685 0.294  -0.2281
O -2.973 -5.198 -0.065  -0.1816
C -2.953 -4.290 -1.153  -0.0937
H -3.414 -4.538 -5.243  0.0894
H -3.566 -6.108 -4.437  0.0795
H -4.607 -5.708 -5.837  0.0854
H -6.141 -6.492 -4.311  0.1199
H -7.064 -5.039 -3.913  0.1194
H -7.002 -6.408 -1.935  0.1213
H -6.020 -4.947 -1.685  0.1076
H -4.113 -6.374 -2.350  0.0686
H -3.897 -7.670 -0.393  0.1167
H -5.582 -7.346 -0.019  0.1162
H -4.173 -5.980 1.343  0.1126
H -4.999 -4.883 0.266  0.1021
H -3.866 -3.692 -1.208  0.0910
H -2.795 -4.817 -2.099  0.0705
H -2.106 -3.618 -1.011  0.0904

***

No. 5
C27H37EuN2PS3SbSe2 | ωB97M-V/def2-TZVPD

<S²>: 15.93
Spin multiplicity: 8
DFT total energy in a.u.: -8449.9206
Total charge: -1
Largest force on an atom in eV Å⁻¹: 8.041

Last column: Löwdin charge in e.
CARTESIAN COORDINATES (ANGSTROEM)
Eu -0.031 -0.636 0.697  0.8763
C -3.597 1.068 -0.071  -0.0693
C -3.034 0.290 1.077  -0.3397
C -3.131 -1.094 1.113  -0.0773
C -2.579 -1.831 2.151  -0.3104
C -2.697 -3.319 2.184  -0.0449
C -1.927 -1.158 3.173  -0.1409
C -1.813 0.224 3.168  -0.3378
C -1.099 0.931 4.266  -0.0557
C -2.382 0.933 2.119  -0.0938
H -4.614 1.433 0.113  0.0815
H -3.633 0.454 -0.972  0.0715
H -2.974 1.936 -0.289  0.0213
H -3.640 -1.609 0.316  0.1094
H -3.567 -3.629 2.764  0.0834
H -1.813 -3.775 2.635  0.0072
H -2.800 -3.732 1.178  0.0659
H -1.493 -1.720 3.981  0.0834
H -1.797 1.279 5.029  0.0827
H -0.555 1.796 3.891  0.0733
H -0.375 0.276 4.752  0.0509
H -2.307 2.006 2.109  0.1063
Se 2.404 0.702 1.482  0.2195
P 1.862 2.508 0.616  0.1690
Se -0.142 1.992 -0.224  0.1960
C 3.027 2.926 -0.755  -0.3667
C 2.755 4.029 -1.577  -0.1022
C 3.623 4.365 -2.621  -0.0935
C 4.769 3.601 -2.851  -0.1003
C 5.048 2.499 -2.038  -0.0848
C 4.181 2.161 -0.994  -0.0994
C 1.680 3.804 1.919  -0.3720
C 2.041 3.556 3.254  -0.1108
C 1.895 4.555 4.221  -0.0848
C 1.386 5.807 3.865  -0.0985
C 1.023 6.060 2.541  -0.0916
C 1.169 5.063 1.571  -0.1014
H 1.870 4.628 -1.418  0.0842
H 3.406 5.217 -3.252  0.0932
H 5.441 3.861 -3.659  0.0919
H 5.936 1.907 -2.217  0.0968
H 4.420 1.306 -0.379  0.0544
H 2.439 2.598 3.555  0.0576
H 2.176 4.359 5.248  0.0977
H 1.273 6.579 4.615  0.0926
H 0.627 7.029 2.265  0.0941
H 0.877 5.276 0.553  0.0849
S 0.653 -4.869 2.876  -0.2827
Sb 2.275 -3.726 2.471  0.1594
S 0.991 -1.548 3.028  -0.2303
S 1.279 -2.947 0.215  -0.0007
C -2.846 -4.355 -2.251  -0.0753
C -2.545 -3.179 -3.167  -0.2152
N -1.108 -2.888 -3.218  -0.0743
C -0.411 -3.351 -4.426  -0.2216
C 0.148 -4.753 -4.246  -0.0806
C -0.448 -2.220 -2.195  -0.4246
C 1.044 -1.950 -2.293  -0.2559
N -1.001 -1.766 -1.120  -0.0620
H -3.925 -4.534 -2.212  0.0738
H -2.496 -4.177 -1.230  0.0609
H -2.368 -5.271 -2.610  0.0659
H -3.097 -2.291 -2.836  0.1085
H -2.934 -3.406 -4.167  0.1130
H 0.396 -2.663 -4.698  0.1061
H -1.090 -3.344 -5.288  0.1099
H 0.795 -4.824 -3.366  0.0749
H 0.737 -5.039 -5.124  0.0718
H -0.653 -5.487 -4.131  0.0610
H 1.243 -1.282 -3.136  0.0914
H 1.593 -2.885 -2.425  0.0475
H 1.409 -1.465 -1.382  -0.1456
H -2.013 -1.931 -1.081  0.0333
H 1.045 -0.361 -1.094  -0.0778

***

Please write out number 1 again, unchanged.
C6H11N4 | ωB97M-V/def2-TZVPD

DFT total energy in a.u.: -453.7844
Total charge: +1
ΔE to the lowest compared entry with this formula, charge and spin in eV: 6.364
Largest force on an atom in eV Å⁻¹: 4.348

Last column: Löwdin charge in e.
CARTESIAN COORDINATES (ANGSTROEM)
C -2.497 -0.152 -0.581  -0.0539
C -2.457 1.253 -0.554  -0.1284
C -1.602 -1.145 -0.985  -0.0069
C 0.119 -0.881 0.762  -0.0534
C 1.410 -0.101 0.389  -0.1907
C -0.300 2.460 -0.299  0.1618
N -1.400 2.054 -0.522  0.0856
N -0.477 -1.371 -0.505  -0.2173
N 0.299 -2.292 -1.145  0.0903
N 1.291 1.357 0.534  0.0183
H -3.417 -0.655 -0.443  0.1011
H -3.434 1.774 -0.477  0.1324
H 0.286 -1.759 1.362  0.1205
H -0.813 -0.338 1.222  0.1665
H 2.189 -0.475 0.954  0.0945
H 1.714 -0.382 -0.595  0.1108
H 0.251 3.309 -0.240  0.0801
H 0.722 -3.076 -0.714  0.1019
H -0.160 -2.742 -1.915  0.1070
H 1.167 1.522 1.558  0.1389
H 2.197 1.716 0.154  0.1408